Entry from OMol25: a cluster of 2 separate species, C3H12N2OS in total at a distorted geometry (ωB97M-V with the def2-TZVPD basis set).

The calculation puts the total energy at -19166.9892 eV. Its LUMO energy is 0.8 eV. The calculation puts the relative energy (zero: lowest compared OMol25 entry of this formula, charge and spin) at 1.7517 eV. The SMILES is NC[C@H](N)CS.O.

Last column: natural (NBO) charge in e.
Geometry (Å):
N  0.1021  -2.8964  1.4708  -0.83
C  0.6979  -1.9258  0.4729  -0.24
C  -0.0606  -0.5787  0.4212  -0.06
N  -0.1093  0.0350  -0.8879  -0.83
C  0.7608  0.3180  1.5047  -0.51
S  1.2871  1.9704  0.9049  -0.06
H  -0.0430  -3.8077  1.0643  0.36
H  -0.7874  -2.4252  1.5770  0.34
H  0.6283  -2.4744  -0.4957  0.16
H  1.7776  -1.9040  0.5220  0.19
H  -1.0770  -0.8863  0.7302  0.17
H  0.2327  -0.7326  -1.4964  0.35
H  0.7206  0.5981  -1.0895  0.37
H  1.6917  -0.2137  1.6370  0.22
H  0.1509  0.3954  2.3967  0.22
H  -0.0107  2.1190  0.4434  0.15
O  -2.1702  3.9836  -2.7152  -0.93
H  -1.6973  3.5319  -3.4312  0.46
H  -2.0940  4.8933  -3.0291  0.46